Entry 1:
21
Properties=species:S:1:pos:R:3:forces:R:3 method="wB97M-V/def2-TZVPD" s_squared=2.081 orbital_gap_ha="0.177 / 0.272" lumo_ha="0.0117 / 0.0090" homo_ev="-4.5 / -7.2" spin_multiplicity=3
C 0.452 -0.573 -2.601 -1.165 -1.043 -3.941
C -0.531 0.155 -3.313 0.707 -0.311 -0.032
C -0.860 1.462 -2.796 1.499 0.143 -1.164
C 0.042 2.053 -1.869 2.639 1.645 1.733
C 0.867 1.296 -1.048 -0.593 3.627 0.021
Au -0.210 -0.262 -0.773 -0.707 -4.552 3.290
P -0.166 -2.481 0.316 0.004 0.529 -1.134
H 0.896 -1.523 -2.942 -0.365 0.477 -0.308
H -0.998 -0.173 -4.271 0.393 0.259 0.751
H -1.368 2.193 -3.383 -0.858 -0.014 -0.515
H 1.408 1.684 -0.183 0.386 0.569 -0.619
H 0.316 3.153 -1.808 -1.274 -0.923 -0.571
H 1.153 -2.609 0.960 -1.603 -0.184 -0.219
H -0.115 -3.515 -0.703 -0.219 0.171 1.230
H -1.277 -2.690 1.204 1.028 -0.826 -0.093
C 0.069 0.388 4.347 0.007 0.137 0.633
C 0.055 0.134 2.915 -0.055 -0.269 -1.822
N 0.051 -0.062 1.767 0.186 0.669 3.378
H -0.817 0.966 4.649 0.272 -0.178 -0.199
H 0.968 0.962 4.622 -0.323 -0.245 -0.147
H 0.065 -0.560 4.908 0.043 0.319 -0.272

***

Entry 2:
21
Properties=species:S:1:pos:R:3:forces:R:3 method="wB97M-V/def2-TZVPD" orbital_gap_ha="0.320 / 0.232" lumo_ha="-0.0009 / -0.0458" homo_ev="-8.7 / -7.6" relative_energy_kj_mol=249.19
C -1.586 -0.122 1.099 1.111 3.097 -2.407
C -0.407 -0.843 0.331 -3.129 3.322 0.901
C -3.105 0.289 0.410 2.609 -1.599 -0.783
C 0.434 1.453 -0.587 -0.328 -1.834 3.556
C 1.510 -0.793 -1.416 -3.661 0.747 1.526
C 1.752 -0.089 1.010 -1.079 -1.215 -0.557
C 0.776 -0.038 -0.162 0.929 -1.366 -1.326
Cl -0.768 -2.415 0.035 0.367 -1.880 -0.635
Br -3.999 -1.416 0.014 0.047 1.174 0.167
Br -3.055 1.505 -1.076 -0.449 -0.348 0.427
H -2.018 -0.676 1.832 -0.468 -2.010 2.434
H -1.163 0.841 1.532 -0.723 -1.117 -0.425
H 1.045 2.149 0.027 -0.184 -0.237 -0.959
H -0.600 1.575 -0.277 0.158 0.595 -0.297
H 0.484 1.489 -1.619 0.372 0.745 -1.955
H 0.841 -0.518 -2.262 0.416 -0.871 0.199
H 2.409 -0.280 -1.603 1.542 0.033 -0.007
H 1.491 -1.878 -1.166 0.643 0.844 -0.697
H 2.456 0.612 0.792 2.619 1.773 -0.478
H 2.189 -1.063 1.177 0.122 -0.312 -0.158
H 1.313 0.218 1.909 -0.915 0.460 1.475

***

Entry 3:
21
Properties=species:S:1:pos:R:3:forces:R:3 method="wB97M-V/def2-TZVPD" orbital_gap_ha="0.316 / 0.316" lumo_ha="0.0056 / 0.0057" homo_ev="-8.4 / -8.4" relative_energy_kj_mol=119.80
C 1.235 0.299 0.567 0.947 -1.120 -0.846
C 2.221 0.941 1.066 4.434 -0.801 -0.472
C -3.398 -0.726 -1.206 -0.365 0.133 -0.957
C -0.193 0.395 0.783 -0.527 0.869 1.297
C -2.419 -0.116 -0.155 -1.387 -0.556 -0.666
C -0.903 -0.355 -0.279 -1.882 -1.671 0.143
C 4.326 0.063 0.383 -4.529 2.639 -0.615
F 4.969 -0.408 1.387 0.978 -1.155 1.229
Br 3.851 -1.123 -1.013 0.284 -0.609 0.048
Br 5.144 1.635 -0.306 0.487 0.358 -0.080
H 1.467 -0.526 -0.142 0.359 0.356 0.450
H 2.629 1.732 1.667 -0.509 0.091 0.136
H -4.277 -0.102 -1.198 -0.537 0.410 0.389
H -3.861 -1.739 -1.023 1.255 0.732 -0.172
H -3.128 -0.564 -2.288 0.398 -0.732 1.021
H -0.411 0.063 1.817 -0.112 -0.784 -0.578
H -0.518 1.404 0.925 -0.210 1.090 -0.613
H -2.553 0.962 -0.233 0.222 0.262 -0.315
H -2.967 -0.289 0.779 0.984 -0.481 0.447
H -0.502 -1.388 -0.200 -0.959 0.059 0.146
H -0.710 -0.159 -1.331 0.668 0.910 0.008

***

Entry 4:
21
Properties=species:S:1:pos:R:3:forces:R:3 method="wB97M-V/def2-TZVPD" orbital_gap_ha="0.272 / 0.304" lumo_ha="0.0086 / -0.0033" homo_ev="-7.2 / -8.4" relative_energy_kj_mol=377.77
C -2.585 0.979 -1.175 0.398 0.712 0.458
C 1.757 0.425 0.330 -4.406 -3.789 -1.421
C 1.578 0.264 -1.156 -1.801 0.927 -0.071
C 0.620 1.275 0.723 0.737 2.702 2.538
C 0.042 0.153 -1.258 -1.133 -0.850 -2.876
C -2.600 -1.152 0.731 0.203 0.300 0.975
C -1.787 1.176 -0.038 0.841 -1.598 0.623
N -3.175 0.933 -2.161 -0.606 -0.320 -0.637
N -0.419 0.915 -0.164 -2.827 0.584 1.039
Br -2.629 2.066 1.413 0.738 0.060 -0.355
H 1.569 -0.589 0.752 0.389 0.630 0.199
H 2.670 0.714 0.487 5.064 1.900 1.642
H 1.965 1.218 -1.540 0.014 -0.723 -0.975
H 1.902 -0.684 -1.495 1.381 -0.371 -0.887
H 0.559 1.197 1.836 -1.237 -0.488 -0.675
H 0.786 2.377 0.647 0.368 -0.451 -0.344
H -0.552 0.475 -2.209 1.733 -0.035 1.224
H -0.278 -0.938 -1.273 0.363 0.807 0.812
H -2.412 -1.662 -0.174 -0.396 -0.254 -1.015
H -3.548 -0.806 1.091 -0.557 0.168 -0.644
H -2.051 -1.561 1.554 0.735 0.090 0.389

***

Entry 5:
22
Properties=species:S:1:pos:R:3:forces:R:3 method="wB97M-V/def2-TZVPD" orbital_gap_ha=0.381 lumo_ha=0.0322 smiles=Br[C@H]1CCCOC12OCCO2 homo_ev=-9.5 relative_energy_kj_mol=76.83
Br 2.873 -0.242 -0.055 0.368 0.018 -0.248
C 1.216 0.288 0.803 -1.761 -2.276 -0.843
C 1.079 1.801 0.744 2.087 -1.374 1.984
C 0.608 2.332 -0.551 -0.328 -0.353 -1.615
C -0.613 1.537 -1.047 -0.518 1.268 -0.798
O -0.250 0.190 -1.221 -0.453 -1.545 1.327
C -0.026 -0.541 -0.052 2.185 0.777 1.011
O -1.198 -0.703 0.705 -0.053 -1.765 -0.108
C -1.464 -2.183 0.719 2.338 0.334 2.463
C -0.676 -2.646 -0.467 -1.255 -0.472 -0.432
O 0.420 -1.833 -0.419 1.792 2.166 0.531
H 1.345 -0.134 1.821 -0.537 0.424 -0.630
H 2.166 2.108 1.063 -2.260 0.301 -0.548
H 0.331 2.091 1.495 0.392 -0.011 0.188
H 0.334 3.320 -0.250 -0.237 1.090 -0.862
H 1.349 2.283 -1.363 0.052 0.349 0.466
H -1.510 1.865 -0.459 0.494 -1.350 0.174
H -0.956 1.658 -2.085 0.473 1.351 0.215
H -2.483 -2.418 0.796 -1.508 0.240 -0.442
H -1.006 -2.659 1.691 -0.522 1.139 -1.614
H -0.361 -3.684 -0.471 -0.012 -0.129 0.272
H -1.177 -2.431 -1.396 -0.738 -0.181 -0.490

***

Entry 6:
21
Properties=species:S:1:pos:R:3:forces:R:3 method="wB97M-V/def2-TZVPD" orbital_gap_ha=0.367 lumo_ha=0.0199 smiles="C[C@H]1CCCC(=O)[C@]1(S)Cl" homo_ev=-9.5 relative_energy_kj_mol=0.00
C -0.050 2.412 0.296 1.310 -3.635 -1.044
C 0.006 0.826 0.548 -0.790 1.732 -0.015
C -1.413 0.248 0.130 1.841 -1.605 4.223
C -1.384 -1.331 0.211 -1.121 2.285 -1.715
C -0.149 -1.891 -0.516 -0.041 -0.914 2.708
C 1.146 -1.355 0.131 0.993 -0.181 -0.477
O 2.049 -1.971 0.669 -1.820 0.517 -0.727
C 1.240 0.178 -0.127 -0.086 -0.211 1.571
S 1.303 0.551 -1.881 1.744 -1.325 -0.354
Cl 2.698 0.797 0.789 -0.263 -0.061 -0.527
H -0.987 2.608 0.684 -1.945 1.308 0.261
H 0.160 2.632 -0.768 -0.349 0.362 0.814
H 0.688 2.665 0.988 1.337 1.698 0.532
H 0.214 0.805 1.700 -0.754 -0.745 -2.033
H -1.814 0.519 -0.791 -0.129 0.884 -1.771
H -2.067 0.676 0.945 0.281 -0.598 -0.976
H -2.392 -1.600 -0.195 1.084 -0.542 -0.006
H -1.357 -1.692 1.209 0.070 -0.121 1.054
H -0.025 -1.748 -1.539 -0.400 0.638 -1.793
H -0.238 -2.946 -0.360 0.541 -0.854 0.057
H 2.372 -0.385 -2.125 -1.504 1.367 0.218

***

Entry 7:
23
Properties=species:S:1:pos:R:3:forces:R:3 method="wB97M-V/def2-TZVPD" orbital_gap_ha=0.332 lumo_ha=0.0155 homo_ev=-8.6
H 2.985 -1.377 1.986 0.801 0.622 -0.528
N 3.572 -0.867 1.281 -0.187 -1.200 1.158
C 2.820 -0.161 0.561 -0.870 -0.145 0.004
N 1.449 -0.005 0.797 -0.806 -1.415 0.591
S 0.450 0.700 -0.375 1.554 1.873 0.146
S 3.424 0.669 -0.862 1.356 -0.509 -0.032
C 5.179 0.045 -0.729 0.568 1.355 -0.249
H 0.996 -0.740 1.427 1.015 1.445 -1.270
H 0.268 1.819 0.341 -0.106 0.278 -0.313
H 5.606 0.372 0.264 -0.447 -0.384 -1.247
H 5.713 0.551 -1.594 -0.586 -0.381 1.136
H 5.332 -1.031 -0.864 -0.589 0.232 0.200
C -2.657 2.124 0.884 -1.463 -3.075 -2.973
C -3.012 1.201 0.148 1.275 2.652 3.154
C -3.342 -0.068 -0.294 0.802 -2.327 -1.170
C -4.697 -0.463 -0.701 -3.042 1.260 1.909
C -2.468 -1.096 -0.339 -0.577 1.042 -1.265
F -1.193 -0.956 -0.054 -0.255 -1.427 1.162
H -2.514 3.082 1.197 0.541 1.871 0.974
H -4.661 -1.445 -1.067 -0.163 -1.343 -0.772
H -5.321 0.181 -1.372 1.072 -0.297 0.416
H -5.318 -0.535 0.271 0.657 0.142 -1.403
H -2.611 -2.003 -0.907 -0.551 -0.270 0.370

***

Entry 8:
22
Properties=species:S:1:pos:R:3:forces:R:3 method="wB97M-V/def2-TZVPD" orbital_gap_ha=0.371 lumo_ha=-0.0088 smiles=C[C@](F)(CC#N)[Si](C)(C)C#N homo_ev=-10.3 relative_energy_kj_mol=270.72
C 0.563 -2.179 -1.089 2.551 1.227 -1.964
C 0.705 -0.664 -0.819 -1.825 0.941 -0.541
F 0.752 0.049 -2.090 -0.059 -0.890 0.524
C 2.108 -0.287 -0.216 -2.500 0.192 -0.636
C 2.147 0.909 0.554 -0.069 -1.237 -1.160
N 2.239 1.824 1.201 0.166 2.612 1.862
Si -1.058 0.295 -0.003 -0.244 -0.560 1.576
C -0.675 2.056 -0.371 -0.429 0.294 0.133
C -1.150 -0.157 1.903 -1.116 1.566 -1.415
C -3.063 0.196 -0.192 0.807 -1.174 -0.877
N -4.208 0.016 -0.256 1.024 0.378 0.152
H 1.701 -2.492 -1.267 -2.585 -0.141 0.283
H -0.002 -2.268 -2.077 0.629 -0.223 1.520
H 0.104 -2.693 -0.254 0.036 -0.215 -0.049
H 2.757 -0.189 -1.050 0.656 -0.050 -0.859
H 2.461 -1.020 0.423 0.635 -1.884 1.105
H -1.416 2.815 -0.744 0.601 -1.143 0.349
H -0.421 2.275 0.682 0.447 0.749 -0.543
H 0.200 1.979 -1.023 -0.038 0.706 0.316
H -0.332 0.279 2.476 0.251 -0.546 -0.004
H -2.055 0.488 2.170 0.914 -1.188 -0.038
H -1.355 -1.232 2.041 0.147 0.585 0.265

***

For the records above, the corresponding M values read 337.11; 290.43; 273.97; 203.08; 223.07; 178.68; 206.31; 170.26 g mol⁻¹.
For the records above, the corresponding E_tot values read -21899.40354; -160040.00643; -150235.01249; -80455.02230; -83620.61567; -32841.46496; -34800.74808; -21010.76147 eV.